1.
{
  "formula": "C9H16Si",
  "method": "ωB97M-V/def2-TZVPD",
  "species": ["Si", "C", "C", "C", "C", "C", "C", "C", "C", "C", "H", "H", "H", "H", "H", "H", "H", "H", "H", "H", "H", "H", "H", "H", "H", "H"],
  "positions_angstrom": [[2.0331, -0.4104, -0.1714], [0.5693, -0.7568, -1.1030], [-2.8463, 0.1744, 0.5410], [-2.9009, 1.5122, 0.4981], [3.6692, -0.9228, -1.0754], [0.7171, 1.5673, -1.2828], [2.0072, -0.7845, 1.7085], [1.8174, 1.4258, -0.4675], [-0.0337, 0.3634, -1.4991], [-4.0063, -0.7129, 0.9625], [0.3962, 2.4290, -1.8464], [-2.2563, 2.2572, 0.0418], [3.4308, -1.3286, -2.0293], [-3.7150, -0.9301, 2.0337], [2.3934, -1.7825, 1.9677], [0.2122, -1.6552, -1.4385], [-4.8832, -0.1051, 1.0662], [-1.8903, -0.3414, 0.6359], [2.5444, 2.1464, -0.2790], [2.2704, -0.0894, 2.4239], [-4.3024, -1.6260, 0.4440], [4.4033, -0.0872, -1.1113], [0.9656, -0.8773, 1.9242], [4.0883, -1.6627, -0.4401], [-3.8708, 1.9135, 0.6855], [-0.8127, 0.2837, -2.1891]],
  "forces_ev_per_angstrom": [[2.612, 1.458, 1.346], [-0.928, 0.073, 0.147], [0.565, -0.189, 0.630], [-0.903, -0.759, -0.999], [-0.728, 1.450, 1.285], [1.749, 1.054, 1.521], [-0.682, -2.252, -1.922], [-2.189, -0.833, -1.542], [1.345, -1.237, -0.314], [0.737, 0.918, 2.084], [0.175, 0.568, 0.247], [0.831, -0.537, 0.664], [0.089, -0.219, -0.863], [-0.559, -0.502, -0.970], [0.220, 0.364, -0.080], [-1.082, -2.265, -0.532], [-0.692, 0.355, -0.127], [0.091, 0.130, -0.988], [0.805, 1.507, 0.240], [1.376, 1.720, 1.079], [0.728, 0.146, -0.233], [-0.649, -0.507, -0.210], [-1.194, -0.224, -0.002], [0.617, -0.988, 0.361], [-0.826, 0.433, -0.034], [-1.509, 0.332, -0.787]],
  "nbo_charge": [1.520, -0.673, -0.157, -0.419, -1.048, -0.223, -1.072, -0.581, -0.169, -0.654, 0.203, 0.211, 0.236, 0.216, 0.231, 0.214, 0.205, 0.196, 0.210, 0.242, 0.226, 0.241, 0.237, 0.227, 0.174, 0.205],
  "e_above_lowest_kcal_mol": 34.4,
  "orbital_gap_ev": 8.90,
  "homo_energy_ev": -8.477
}

---

2.
{
  "formula": "C9H17BClO4",
  "method": "ωB97M-V/def2-TZVPD",
  "species": ["Cl", "O", "O", "O", "O", "C", "C", "C", "C", "C", "C", "C", "C", "C", "B", "H", "H", "H", "H", "H", "H", "H", "H", "H", "H", "H", "H", "H", "H", "H", "H", "H"],
  "positions_angstrom": [[3.1052, -2.4592, 1.1763], [1.2813, -1.5874, 3.6812], [0.7928, 0.5591, 2.8318], [-0.7088, 0.5308, -3.9573], [0.9241, 0.7819, -2.4394], [-0.0024, -1.2288, 4.0813], [2.0347, -0.9712, 1.2452], [-0.0998, 1.1614, -2.9084], [0.6734, -2.2255, -0.6236], [-0.0705, 0.2923, 3.8939], [-0.9511, 2.3440, -2.4819], [-1.8934, 1.2361, -4.3427], [-2.3020, 2.0527, -3.1184], [0.7141, -1.1833, 0.4930], [1.8460, -0.5133, 2.8129], [0.4492, -0.2096, 0.0730], [-2.8734, 2.9400, -3.3842], [-0.0548, -1.4059, 1.2397], [-0.1300, -2.0060, -1.3338], [0.2427, 0.8124, 4.8168], [-2.6306, 0.4984, -4.6520], [0.5145, -3.2310, -0.2275], [-1.6554, 1.8795, -5.1950], [-0.9468, 2.4168, -1.3974], [-0.1829, -1.5121, 5.1288], [-0.7849, -1.7141, 3.4710], [-2.9061, 1.4397, -2.4485], [1.6112, -2.2497, -1.1806], [2.9336, -0.1063, 3.2511], [-1.0863, 0.6363, 3.6519], [2.6425, -0.2259, 0.7260], [-0.4862, 3.2480, -2.8830]],
  "forces_ev_per_angstrom": [[-0.011, -0.069, 0.080], [-0.006, -0.114, -0.044], [0.014, 0.048, -0.034], [0.058, 0.026, -0.018], [0.129, 0.006, -0.153], [-0.128, 0.207, 0.112], [0.049, 0.114, -0.073], [-0.143, -0.028, 0.110], [0.085, -0.020, -0.068], [-0.027, -0.002, -0.078], [0.077, -0.010, 0.055], [0.000, 0.009, -0.007], [-0.025, -0.046, 0.006], [-0.045, -0.047, 0.178], [0.048, 0.184, 0.015], [0.021, 0.016, 0.081], [0.008, 0.008, 0.000], [-0.042, -0.086, -0.108], [-0.026, -0.030, 0.048], [0.069, -0.037, 0.002], [-0.013, 0.011, 0.012], [0.045, 0.044, 0.005], [-0.003, -0.007, -0.002], [-0.019, 0.003, -0.002], [0.015, -0.050, -0.021], [0.055, -0.047, -0.030], [-0.009, 0.011, -0.003], [-0.042, 0.070, -0.044], [-0.052, -0.079, 0.046], [-0.008, -0.013, 0.037], [-0.057, -0.076, -0.086], [-0.018, 0.001, -0.012]],
  "nbo_charge": [-0.178, -0.727, -0.737, -0.499, -0.530, -0.069, -0.391, 0.787, -0.606, -0.071, -0.533, -0.068, -0.430, -0.417, 0.643, 0.204, 0.213, 0.192, 0.182, 0.126, 0.192, 0.198, 0.167, 0.257, 0.140, 0.123, 0.215, 0.209, -0.156, 0.140, 0.192, 0.229],
  "orbital_gap_ev": 6.35,
  "homo_energy_ev": -3.864,
  "charge": -1
}

---

3.
{
  "formula": "C9H17BO2",
  "method": "ωB97M-V/def2-TZVPD",
  "species": ["O", "O", "C", "C", "C", "C", "C", "C", "C", "C", "C", "B", "H", "H", "H", "H", "H", "H", "H", "H", "H", "H", "H", "H", "H", "H", "H", "H", "H"],
  "positions_angstrom": [[2.9763, -0.3989, -0.7108], [2.4285, 1.1538, 1.0886], [-1.7970, -0.7048, -0.1420], [-0.4962, -0.4617, 1.9171], [0.4284, 0.2403, -1.9764], [0.4883, 0.3998, -0.4469], [-1.8033, 1.7705, -0.0297], [-0.2954, 1.8257, -0.0446], [-2.4924, 0.6407, 0.0825], [0.2287, -2.1108, 0.0951], [-0.3494, -0.7305, 0.3908], [2.1134, 0.3959, 0.0298], [-3.6290, 0.7317, -0.0371], [-0.7810, -1.4326, 2.2348], [-2.1892, 2.8030, -0.0268], [1.4174, -0.1569, -2.2593], [-0.4273, -2.6521, -0.4490], [0.5244, -0.2846, 2.2996], [3.1092, 0.8587, 1.6269], [1.2256, -2.1663, -0.5102], [0.4314, -2.7345, 1.0130], [0.2085, 1.1499, -2.5642], [-2.2511, -1.4737, 0.3832], [-0.0156, 2.1072, 0.8797], [-1.1726, 0.3884, 1.9877], [-1.6153, -0.9243, -1.2698], [-0.2653, -0.4530, -2.2555], [0.0688, 2.6411, -0.8511], [3.9313, -0.4219, -0.4556]],
  "forces_ev_per_angstrom": [[0.952, 0.232, 0.792], [-1.563, 1.088, -0.347], [1.796, 1.751, -1.991], [2.259, 0.397, -2.088], [2.334, 1.080, 0.698], [-0.551, 1.910, 1.746], [1.013, 0.554, 0.074], [0.999, -1.419, -5.260], [-1.548, 0.116, -1.991], [3.962, 0.212, 1.482], [0.634, 1.397, -1.069], [-2.356, -0.618, -1.574], [1.660, -0.468, 0.599], [-0.975, -0.447, 1.140], [-0.564, -0.791, 0.071], [-0.544, 0.221, -0.495], [-2.241, -1.882, -1.885], [-0.574, 0.279, 0.315], [2.299, -0.607, 1.464], [-1.694, 0.525, 1.099], [-0.190, 0.747, -0.643], [0.243, -0.188, 0.577], [-1.447, -1.700, 0.489], [1.388, 1.275, 3.207], [0.067, -0.380, 0.925], [-1.398, 0.106, 1.863], [-1.877, -1.942, -0.957], [-0.796, -1.629, 1.948], [-1.289, 0.182, -0.191]],
  "nbo_charge": [-0.912, -0.892, -0.459, -0.636, -0.630, -0.321, -0.182, -0.420, -0.223, -0.638, 0.022, 1.142, 0.214, 0.209, 0.207, 0.226, 0.205, 0.204, 0.486, 0.227, 0.204, 0.212, 0.208, 0.210, 0.231, 0.216, 0.193, 0.202, 0.495],
  "e_above_lowest_kcal_mol": 21.5,
  "orbital_gap_ev": 9.23,
  "homo_energy_ev": -9.009
}

---

4.
{
  "formula": "C9H17BrSi",
  "method": "ωB97M-V/def2-TZVPD",
  "species": ["Br", "Si", "C", "C", "C", "C", "C", "C", "C", "C", "C", "H", "H", "H", "H", "H", "H", "H", "H", "H", "H", "H", "H", "H", "H", "H", "H", "H"],
  "positions_angstrom": [[-1.2200, -3.3291, -1.0139], [-3.0127, 0.5488, 0.9665], [-0.2260, -0.1246, 0.1488], [2.7425, 1.1286, -1.2910], [-3.9840, -0.2183, 2.3825], [-3.8124, 0.2143, -0.6975], [2.4374, -1.3166, -1.5710], [3.1754, -0.5055, 0.6500], [-1.4209, -0.3603, 0.7151], [0.9827, -0.0189, -0.1112], [2.3608, -0.1949, -0.5585], [2.6804, 0.0986, 1.3740], [-3.6139, -0.2715, 3.4339], [2.4723, -1.2104, -2.6634], [3.6243, 1.1364, -2.0930], [1.6875, -2.1575, -1.4118], [-4.3411, -1.2202, 1.9837], [3.1313, -1.5454, 0.7483], [3.0346, 2.0150, -0.6661], [-1.3592, -1.4589, 1.0110], [1.9495, 1.4097, -1.9419], [-3.2507, 0.6244, -1.5576], [-4.8538, 0.6221, -0.5771], [-4.9397, 0.5405, 2.3098], [-3.3266, 1.9883, 1.1231], [4.1604, -0.0688, 0.4675], [3.4569, -1.8394, -1.5616], [-3.9286, -0.9040, -0.7895]],
  "forces_ev_per_angstrom": [[-0.110, 0.423, 0.197], [-1.007, -0.229, -0.191], [2.499, 0.884, -0.094], [2.762, 1.118, -1.127], [-2.323, 0.724, -0.938], [-1.175, -1.070, 0.521], [1.017, -3.764, -1.131], [0.607, 2.006, -0.776], [0.464, -1.996, 0.502], [-2.004, -0.614, -0.398], [-0.367, 1.708, -2.551], [0.203, -0.121, 1.560], [-0.248, 0.089, -1.039], [-0.903, 1.321, 0.237], [-1.353, -0.926, 1.918], [0.817, 1.114, 0.138], [0.321, 0.988, 0.886], [0.282, -1.415, 1.015], [-0.658, -0.959, -0.056], [-0.765, 1.250, 0.053], [-1.000, 0.376, -0.225], [-0.486, -0.155, 0.487], [0.872, -0.143, -0.627], [2.033, -1.989, 0.570], [1.116, 0.296, 0.123], [0.205, -0.619, 0.291], [-1.025, 0.652, 0.888], [0.226, 1.051, -0.236]],
  "nbo_charge": [-0.307, 1.357, 0.012, -0.598, -1.109, -1.088, -0.627, -0.578, -0.592, 0.120, -0.177, 0.216, 0.259, 0.234, 0.214, 0.245, 0.245, 0.225, 0.216, 0.279, 0.218, 0.253, 0.234, 0.236, -0.168, 0.219, 0.216, 0.246],
  "e_above_lowest_kcal_mol": 123.7,
  "orbital_gap_ev": [8.19, 4.48],
  "homo_energy_ev": [-9.642, -7.750]
}

---

no.,calculated total energy (hartree)
1,-641.914521
2,-1139.241994
3,-528.473216
4,-3216.428552